250
Properties=species:S:1:pos:R:3:forces:R:3 method="wB97M-V/def2-TZVPD" homo_ev=-11.74 homo_lumo_gap_ev=8.4 total_energy_ev=-208855.4926 de_lowest_ev=0.000 total_charge=+2 e_lumo_ha=-0.12285
C 0.1536 4.1238 2.3141 -0.4 -0.4 -0.8
C -0.4553 3.2550 3.3913 0.0 -0.1 0.0
C 0.6772 2.5587 4.1864 -1.9 -1.1 -0.4
C 0.3338 2.5940 5.6741 0.9 0.2 -0.1
N 1.6125 2.4852 6.5147 -1.3 -1.8 -1.1
C 2.5899 1.5058 5.9663 1.2 0.1 -1.4
C 3.5143 1.1563 7.1085 0.8 -1.4 0.2
C 2.6843 1.4739 8.3433 0.3 0.2 1.1
C 1.3151 1.7659 7.8015 0.0 1.0 0.2
C 2.2339 3.7850 6.6705 0.7 -0.3 1.1
H -0.6360 4.6982 1.8702 -0.2 0.7 -0.1
H 0.5242 3.5311 1.4492 0.3 0.2 0.7
H 0.9148 4.7759 2.7389 0.1 0.1 -0.2
H -1.2243 2.5827 2.9550 0.8 -0.1 0.3
H -1.0749 3.8813 4.0441 0.3 0.1 0.1
H 1.6551 2.8810 3.8845 0.4 1.0 0.2
H 0.7004 1.5027 3.8633 -0.1 0.2 0.3
H -0.3238 1.7398 5.8412 0.2 0.0 0.5
H -0.1672 3.5219 6.0202 0.3 -0.5 -0.4
H 3.0783 1.8094 5.0283 -0.2 0.4 0.5
H 2.0649 0.6103 5.7200 -0.8 -0.5 -0.2
H 4.5319 1.5948 7.1462 -0.7 0.0 -0.3
H 3.6413 0.0522 7.0488 0.2 0.7 0.1
H 3.0768 2.3445 8.8644 0.1 0.0 0.2
H 2.6582 0.6454 9.0484 0.0 0.1 0.0
H 0.6862 2.4467 8.3791 -0.1 -0.5 0.2
H 0.8644 0.8305 7.5054 -0.7 -0.1 0.0
H 3.2649 3.5881 7.0249 -0.7 0.6 0.2
H 1.5925 4.3536 7.3444 0.5 0.3 0.0
H 2.3137 4.2398 5.7151 -0.1 0.5 -0.9
C 0.1422 -4.2866 1.6831 0.0 -0.8 0.2
C 1.1304 -4.9678 2.7219 -0.5 0.1 -0.1
C 2.2397 -5.8698 2.0608 -0.7 1.8 0.1
C 2.9650 -5.0867 0.9611 1.1 -0.9 0.4
N 4.0958 -5.9070 0.2953 -0.7 -1.2 -0.5
C 5.2435 -6.2019 1.1892 0.7 0.1 0.8
C 6.4389 -6.4548 0.2676 -0.2 -0.4 0.4
C 6.1020 -5.6523 -0.9678 0.7 0.5 -1.7
C 4.6897 -5.1049 -0.8337 -0.5 -0.5 0.8
C 3.5718 -7.2667 -0.2902 1.2 0.5 2.1
H -0.6895 -3.7340 2.1581 0.8 0.0 0.2
H -0.4203 -5.0227 1.0524 0.9 0.3 0.3
H 0.7302 -3.6048 1.0364 -0.5 -0.3 0.2
H 0.5949 -5.5937 3.4759 0.2 0.4 -0.8
H 1.5821 -4.1690 3.3365 0.0 -0.2 -0.4
H 1.7347 -6.7260 1.6421 0.0 -0.4 -0.2
H 2.9245 -6.1740 2.8370 0.2 -0.3 0.3
H 3.4884 -4.1601 1.2862 -0.5 -0.6 0.1
H 2.2822 -4.8581 0.1698 -0.3 0.2 -0.6
H 5.0123 -7.0218 1.8740 -0.1 0.1 -0.2
H 5.4761 -5.3241 1.7924 -0.4 0.2 0.0
H 6.5750 -7.5219 0.0962 -0.1 0.0 -0.3
H 7.3880 -6.0976 0.6573 -0.1 0.0 0.5
H 6.2158 -6.2693 -1.8820 0.0 0.5 0.4
H 6.7912 -4.7898 -1.0359 -0.3 -0.5 -0.3
H 4.0146 -5.2089 -1.6844 0.2 0.3 -0.1
H 4.6619 -4.1046 -0.4192 0.2 0.5 -0.5
H 3.3922 -7.8926 0.6253 0.0 0.4 -1.1
H 4.3660 -7.7498 -0.9139 -0.9 0.7 0.4
H 2.6609 -6.9882 -0.7726 -0.5 -0.2 -0.7
C 1.1029 3.5404 -2.0517 0.5 -0.3 0.1
C 0.7670 2.0579 -2.1297 -0.4 -0.6 0.8
C 0.0572 1.5336 -0.8357 -0.4 0.2 -0.1
C -0.5166 0.1419 -1.0123 -0.4 0.5 -1.0
N -1.5254 -0.2960 0.0002 -1.4 0.4 -1.0
C -2.8924 0.4260 -0.0487 -1.0 -1.4 0.7
C -3.1930 0.9133 1.3904 0.6 -0.4 -0.9
C -2.3861 -0.1127 2.2425 -0.3 1.4 -0.4
C -1.0854 -0.1814 1.4398 -1.0 0.0 -0.7
C -1.8438 -1.7102 -0.3667 0.1 0.0 0.5
H 1.6395 3.7572 -1.1075 0.2 -0.1 -0.6
H 0.2341 4.1704 -1.9941 -0.6 0.2 -0.2
H 1.6826 3.8104 -2.9543 -0.1 0.2 0.6
H 1.6797 1.4938 -2.3107 0.3 -0.1 0.3
H 0.1631 1.8197 -3.0156 -0.3 0.3 0.2
H -0.8254 2.1550 -0.6264 0.4 0.3 0.0
H 0.7176 1.5356 0.0612 -0.2 0.3 -0.8
H 0.2535 -0.5932 -1.0367 0.6 -0.6 0.3
H -1.0041 0.0346 -2.0032 0.0 0.3 0.5
H -3.6345 -0.3249 -0.4043 0.5 0.4 0.7
H -2.9356 1.1457 -0.8094 0.5 1.5 -0.8
H -4.2861 1.0118 1.5271 0.7 -0.2 0.1
H -2.7119 1.8951 1.4452 -0.4 -0.1 0.5
H -2.9075 -1.0555 2.3944 0.1 -0.2 -0.5
H -2.1298 0.2027 3.2464 -0.2 0.3 -0.1
H -0.6274 -1.1235 1.6003 1.5 -0.3 0.7
H -0.4877 0.7572 1.4651 -0.2 -1.0 0.6
H -2.4298 -2.0855 0.4576 0.1 -0.5 0.3
H -0.8838 -2.2223 -0.5135 -0.6 -0.2 0.0
H -2.5599 -1.7211 -1.1964 0.8 -0.1 -0.2
C 5.8539 -4.0509 -4.5212 1.2 -0.7 0.5
C 4.8306 -3.9902 -5.6475 1.1 0.6 0.2
C 3.7884 -2.9812 -5.2071 -0.7 0.7 -1.5
C 4.2551 -1.5289 -5.1783 -0.9 -0.6 0.8
N 3.0401 -0.5660 -5.2363 0.9 0.4 0.6
C 2.3646 -0.3952 -6.5547 1.8 -1.6 -1.3
C 1.7398 0.9678 -6.6165 -0.1 0.5 1.6
C 2.6007 1.7871 -5.6101 -0.1 -0.9 1.1
C 3.5766 0.7659 -4.9950 1.5 1.6 -0.1
C 2.0692 -0.8658 -4.1910 -0.9 -0.5 1.4
H 5.3666 -4.1537 -3.5488 0.0 0.4 0.0
H 6.5974 -3.2254 -4.5184 -0.8 0.0 0.1
H 6.5287 -4.9092 -4.5751 -0.2 -0.3 -0.3
H 4.3596 -4.9722 -5.8120 0.2 0.5 -0.1
H 5.4356 -3.6401 -6.5176 -0.9 -0.5 0.0
H 3.4695 -3.2411 -4.2362 -0.4 -0.3 1.0
H 2.8789 -3.0671 -5.8374 0.5 0.1 0.1
H 4.8484 -1.3094 -6.0383 0.5 0.4 -0.6
H 4.8009 -1.2857 -4.2277 -0.6 -0.1 -0.9
H 1.7796 -1.2948 -6.7243 -0.4 0.3 -0.2
H 3.2370 -0.4551 -7.2253 -0.5 0.1 -0.3
H 0.7104 0.9141 -6.2735 -0.1 0.1 0.1
H 1.7132 1.4583 -7.5646 0.2 -0.2 -0.8
H 2.0012 2.2494 -4.8343 -0.3 0.1 0.0
H 3.2403 2.5432 -5.9972 0.0 0.8 -0.9
H 3.8685 0.8691 -3.9480 -0.5 0.1 0.1
H 4.5418 0.8720 -5.5329 -0.5 -0.4 0.0
H 1.5058 -1.7374 -4.4827 0.0 -0.3 0.0
H 1.3505 -0.0510 -4.0186 0.4 0.0 -0.5
H 2.5767 -1.0578 -3.2289 -0.1 0.0 -0.7
C 11.5937 2.6082 1.2620 -0.9 -0.6 -0.3
C 10.7402 3.6883 0.6135 0.7 1.3 0.6
C 9.2894 3.2632 0.6303 -0.4 0.9 -1.2
C 8.3787 4.2899 -0.0771 -0.1 -1.3 -0.7
N 6.9873 3.7738 -0.3843 -0.2 -0.2 -0.2
C 6.1213 4.8696 -0.9611 0.5 -0.2 -1.2
C 4.6740 4.5205 -0.5908 0.9 0.0 0.2
C 4.8080 3.4796 0.5152 -0.4 0.1 0.8
C 6.2567 3.4474 0.8800 0.3 -0.3 0.5
C 6.9584 2.5861 -1.3308 0.7 0.9 -0.1
H 11.4092 1.6876 0.6771 0.2 0.1 0.7
H 11.3948 2.4921 2.3324 -0.6 -0.3 -0.2
H 12.6350 2.7835 1.2679 1.2 0.5 -0.5
H 11.1156 3.9767 -0.3889 -0.3 -0.5 0.3
H 10.8173 4.6157 1.2093 0.1 -0.2 -0.2
H 8.9723 3.2219 1.6566 -0.2 -0.6 0.5
H 9.2359 2.3058 0.1160 -0.3 -0.2 0.3
H 8.7750 4.6185 -1.0344 0.2 0.0 -0.1
H 8.1606 5.1366 0.5264 0.3 0.9 0.6
H 6.3438 4.9518 -2.0425 -0.2 -0.2 0.5
H 6.4505 5.8087 -0.5360 0.0 0.1 0.4
H 4.0970 4.1595 -1.4201 -0.2 -0.1 -0.4
H 4.2791 5.4434 -0.2250 -0.8 0.4 0.2
H 4.4497 2.5090 0.2898 -0.3 -0.9 -0.9
H 4.2616 3.6966 1.4215 -0.3 0.5 0.2
H 6.5838 2.4929 1.3076 0.1 0.2 -0.3
H 6.4438 4.2466 1.5995 0.4 0.0 -0.1
H 5.9475 2.2818 -1.5336 -0.5 -0.1 0.2
H 7.4827 1.7825 -0.8351 0.1 -0.3 -0.2
H 7.4039 2.8973 -2.2989 0.1 -0.2 0.8
C -4.1444 3.2386 4.7051 -1.2 0.3 -0.4
C -5.0561 2.0735 4.3214 -0.1 -0.5 1.6
C -6.1519 2.4235 3.3398 -0.3 0.1 -1.4
C -6.9584 1.1456 3.0883 0.6 -0.1 0.7
N -8.2060 1.2466 2.2435 1.0 -0.8 -0.3
C -7.6979 1.5055 0.7728 0.6 -0.8 0.9
C -8.3412 2.7800 0.3401 -1.4 0.9 -0.8
C -9.6393 2.8641 1.1458 -0.1 -1.8 1.3
C -9.1986 2.3177 2.5367 -0.6 0.5 -0.2
C -8.8510 -0.0976 2.3149 0.0 -0.7 -1.0
H -3.4299 2.9754 5.4634 0.4 -0.2 0.2
H -4.7963 4.0158 5.1143 0.1 0.1 0.2
H -3.6964 3.7136 3.8467 0.5 -0.1 -0.4
H -5.6456 1.8448 5.2539 0.7 -0.2 -0.6
H -4.5005 1.1430 4.0951 -0.2 0.5 -0.2
H -5.8224 2.8093 2.3424 0.2 0.0 0.8
H -6.7330 3.2201 3.8255 -0.1 -0.2 -0.3
H -7.1554 0.6595 4.0487 -0.6 0.2 0.0
H -6.3463 0.4018 2.5554 -0.1 0.4 0.1
H -7.9025 0.5546 0.2811 -0.1 0.4 -0.4
H -6.6135 1.6225 0.8591 -0.3 -0.1 -0.4
H -8.6561 2.8816 -0.7088 0.7 -0.4 0.1
H -7.6419 3.5935 0.5396 -0.2 0.1 0.1
H -10.4738 2.2448 0.7628 0.7 -0.2 -0.2
H -10.1512 3.7811 1.2787 0.2 1.4 0.0
H -10.0360 1.8909 3.1250 0.7 0.4 -0.1
H -8.6663 3.1191 3.0546 -0.3 -0.2 0.2
H -8.1633 -0.9019 1.9836 -0.1 0.7 0.1
H -9.6695 -0.0675 1.6027 -0.3 -0.1 0.0
H -9.2203 -0.3613 3.2993 0.0 0.4 0.2
C -2.7094 1.2286 -4.4512 -0.9 -0.7 0.9
C -4.0533 1.8546 -3.9426 1.0 -0.8 0.0
C -5.2663 1.0034 -4.3205 -1.2 0.2 0.2
C -5.4327 -0.4031 -3.7189 0.3 -1.0 -1.0
N -6.8176 -1.0754 -4.0533 0.5 -0.5 1.8
C -7.8698 -0.5003 -3.0969 0.0 1.5 -1.2
C -9.0109 -1.4888 -3.0347 -1.0 0.8 -0.5
C -8.3412 -2.8304 -3.2551 0.7 -0.5 0.3
C -6.8549 -2.4872 -3.5333 0.5 -1.3 -0.3
C -7.1728 -1.0641 -5.4909 0.9 1.6 -0.6
H -1.8439 1.6978 -4.0094 0.2 0.3 0.1
H -2.5456 1.0883 -5.5061 -0.3 0.8 -0.7
H -2.6938 0.1726 -4.1595 0.1 0.0 0.6
H -4.1986 2.8839 -4.2697 0.0 -0.1 -0.4
H -4.0136 1.9807 -2.8611 0.1 -0.3 0.2
H -5.3746 1.0571 -5.4211 -0.1 -0.5 0.5
H -6.1383 1.4777 -3.8658 -0.1 0.7 -0.4
H -5.4799 -0.4421 -2.6435 0.4 0.5 0.4
H -4.6252 -1.1120 -3.9858 -0.6 0.1 -0.3
H -8.1068 0.4782 -3.5100 -0.4 0.1 0.2
H -7.3862 -0.3336 -2.1382 0.1 -0.4 0.0
H -9.7441 -1.2952 -3.8521 0.5 0.0 0.5
H -9.5757 -1.3577 -2.0911 0.5 -0.3 -0.4
H -8.8013 -3.3766 -4.0796 0.1 0.0 0.1
H -8.3896 -3.4353 -2.3459 0.1 0.0 -0.3
H -6.3904 -3.0950 -4.3119 -0.1 -0.2 0.1
H -6.2438 -2.5977 -2.6234 -0.3 0.5 -0.4
H -7.9035 -1.8042 -5.8086 0.1 -0.1 0.5
H -6.2395 -1.1358 -6.1018 -0.7 -0.3 0.6
H -7.5394 -0.0499 -5.6778 -0.2 -0.3 -0.3
C 3.2707 -0.5815 0.1817 -0.6 1.7 2.2
F 2.1976 -1.1476 -0.3034 -0.8 -0.6 0.1
F 2.8660 0.6623 0.7008 0.6 -1.3 -0.5
F 3.7507 -1.2781 1.2193 -0.4 0.0 -0.3
S 4.4908 -0.3944 -1.0900 0.6 2.2 -2.4
O 4.2422 0.9371 -1.6806 -0.3 -0.7 0.4
O 5.7523 -0.4597 -0.4406 1.2 -0.3 0.9
O 4.1428 -1.4559 -1.9904 0.2 -0.9 -0.2
C -5.3761 -3.5273 1.1101 0.8 0.9 -0.8
F -5.3118 -4.6426 0.4311 0.1 -1.0 -0.4
F -6.2348 -3.6407 2.0796 -0.5 -0.3 1.4
F -4.1291 -3.2519 1.5835 -0.7 -0.2 0.1
S -5.9079 -2.1547 0.0436 -0.5 0.6 -0.6
O -4.8959 -2.1354 -1.0015 0.0 0.0 -0.2
O -7.2564 -2.4578 -0.4470 0.9 0.1 0.6
O -5.8283 -1.0196 0.9440 -0.2 0.1 0.1
C -1.1269 -2.6459 5.0909 -1.4 -2.1 0.0
F -1.7990 -2.7814 6.2604 0.7 0.2 -1.0
F -0.3479 -3.7454 4.9031 -0.8 0.7 0.4
F -2.0560 -2.6199 4.0842 0.5 -0.4 0.7
S -0.1579 -1.1859 4.9276 1.6 1.1 1.4
O 0.5720 -1.4492 3.7179 0.2 0.2 -0.6
O -1.1449 -0.1367 4.8833 -0.3 0.6 0.0
O 0.6646 -1.1096 6.1306 0.0 -0.1 -0.3
C -2.8531 4.4003 -0.4870 1.1 -1.3 -1.9
F -2.5627 3.4769 -1.5233 0.2 0.9 1.1
F -2.2913 3.9091 0.6313 0.0 0.5 -0.6
F -2.2922 5.5432 -0.8657 0.2 -0.3 0.6
S -4.6142 4.5009 -0.3935 -3.3 -1.3 3.4
O -5.0750 3.1042 -0.3333 0.9 0.0 -0.1
O -4.8363 5.1665 0.8880 0.6 0.0 -0.8
O -5.0620 5.1662 -1.5507 0.1 1.2 -1.8
C -0.2385 -3.8398 -3.2595 -0.2 1.6 -1.4
F -0.4861 -3.6860 -4.6218 -0.5 0.0 1.7
F 0.2917 -2.6678 -2.8386 -0.2 0.3 0.0
F -1.3381 -4.0156 -2.5455 -0.2 -0.2 -0.7
S 0.9548 -5.1131 -3.0933 3.0 -2.7 1.4
O 1.2481 -5.1466 -1.6640 -0.6 0.4 0.3
O 0.3345 -6.2799 -3.6043 -1.4 -0.8 -0.4
O 2.1427 -4.7576 -3.8300 -0.1 1.1 -0.5